(1)
Formula: C3H2BrClF2O
Source: the Open Molecules 2025 dataset
Level of theory: the ωB97M-V functional and the def2-TZVPD basis

Structure (XYZ):
```
10
Properties=species:S:1:pos:R:3:lowdin_charge:R:1
Br 2.157 0.961 -0.240 0.694
Cl -2.713 0.669 -1.130 0.690
F -0.560 2.571 -0.501 0.078
F -0.176 1.962 1.627 0.059
O -2.602 0.734 1.478 0.154
C -2.012 0.990 0.509 -0.677
C 0.265 0.455 -0.232 -0.513
C -0.613 1.543 0.354 -0.638
H 0.027 -0.276 0.485 0.066
H -0.018 0.232 -1.302 0.086
```

LUMO level (eV): -0.34
Highest occupied orbital energy (eV): -10.9
HOMO-LUMO gap (eV): 10.599



(2)
Formula: C13H22Br2NiSb2
Source: the Open Molecules 2025 dataset
Level of theory: the ωB97M-V functional and the def2-TZVPD basis

Structure (XYZ):
```
40
Properties=species:S:1:pos:R:3:lowdin_charge:R:1
Sb -3.435 -2.497 -0.246 1.420
Sb 2.714 -1.628 -0.291 1.480
Br -0.072 0.904 0.088 0.777
Br 0.872 -0.396 2.787 0.885
Ni 0.434 -1.669 0.746 -0.313
C 0.198 1.238 1.964 -0.845
C 0.065 -4.249 0.611 -0.237
C -1.683 -2.077 -1.405 -0.344
C 4.255 -2.993 0.193 -0.317
C 1.159 -4.844 -0.101 -0.052
C -0.363 -6.056 -1.480 0.006
C -2.992 -1.048 1.268 -0.358
C 0.963 -5.717 -1.130 -0.026
C -2.466 -4.137 0.940 -0.286
C 3.761 0.072 0.393 -0.339
C -1.274 -4.633 0.267 -0.258
C 0.373 -3.369 1.686 -0.087
C -1.435 -5.543 -0.794 -0.020
H 5.178 -2.543 -0.169 0.029
H 4.086 -0.090 1.422 0.027
H -1.548 -2.777 -2.226 0.023
H -2.297 -3.729 1.931 0.059
H -0.755 1.471 2.427 0.032
H 3.156 0.971 0.317 -0.006
H -0.534 -6.759 -2.284 0.131
H 4.653 0.186 -0.224 0.031
H 1.790 -6.178 -1.649 0.123
H 4.108 -3.959 -0.280 0.006
H 2.163 -4.612 0.245 0.079
H -2.435 -5.860 -1.060 0.133
H 0.943 2.015 2.094 0.032
H 1.376 -3.430 2.110 0.090
H -3.226 -4.913 0.997 0.074
H -1.729 -1.065 -1.802 0.006
H -1.935 -1.098 1.563 -0.050
H -3.597 -1.245 2.152 0.020
H -3.208 -0.040 0.914 0.010
H 4.347 -3.109 1.273 0.037
H -0.394 -3.107 2.417 0.081
H -0.789 -2.191 -0.761 -0.057
```

Net charge: +2
LUMO level (alpha / beta) (eV): -9.04 / -9.04
Highest occupied orbital energy (alpha / beta) (eV): -14.4 / -14.4
HOMO-LUMO gap (alpha / beta) (eV): 5.405 / 5.405



(3)
Formula: C30H64GeNO10P2SSi6Y
Source: the Open Molecules 2025 dataset
Level of theory: the ωB97M-V functional and the def2-TZVPD basis

Structure (XYZ):
```
116
Properties=species:S:1:pos:R:3:lowdin_charge:R:1
Y -0.088 0.343 -0.173 1.460
Ge -1.407 -1.988 -2.092 0.718
S 0.452 2.303 -2.477 0.494
P -2.648 -0.308 2.022 0.225
P -3.001 1.333 -0.162 0.191
Si 1.364 1.232 3.248 0.384
Si 0.070 -3.897 -2.176 0.327
Si 2.082 -1.506 2.084 0.368
Si 3.166 1.074 0.852 0.425
Si -3.541 -2.958 -1.456 0.345
Si -1.682 -1.145 -4.345 0.354
O 1.601 2.499 -3.318 -0.271
O -1.527 -0.751 1.078 -0.451
O -4.128 2.424 -0.437 -0.082
O -2.645 0.496 -1.335 -0.366
O -3.692 0.455 0.998 -0.251
O -3.329 -1.301 2.853 -0.256
O -0.169 0.967 -2.582 -0.460
O -1.771 2.008 0.416 -0.375
O -2.140 0.921 2.900 -0.138
O 0.658 2.518 -1.027 -0.404
N 2.120 -0.202 -1.426 -0.013
C -3.682 -3.622 0.287 -0.198
C -0.919 3.736 -4.343 -0.057
C -0.028 -4.917 -0.600 -0.204
C 4.302 0.666 -1.778 -0.058
C 2.146 -0.686 -2.671 -0.201
C 1.714 0.282 1.673 -0.534
C 4.327 0.158 -3.065 -0.050
C -3.907 6.081 -4.306 -0.057
C 3.193 0.467 -0.960 -0.290
C 0.427 0.287 4.589 -0.183
C 3.184 2.959 0.784 -0.162
C -4.941 -1.743 -1.790 -0.210
C 0.586 -2.550 2.560 -0.175
C -0.046 -0.958 -5.267 -0.215
C -2.665 -2.426 -5.337 -0.225
C -2.795 5.176 -3.850 -0.272
C 2.831 -2.466 0.629 -0.184
C 2.916 1.741 4.227 -0.190
C -2.657 0.454 -4.494 -0.203
C -1.928 4.587 -4.766 -0.041
C -1.618 4.053 -2.058 -0.042
C -0.507 -4.966 -3.634 -0.218
C -0.776 3.467 -2.991 -0.260
C 3.227 -0.551 -3.519 -0.051
C -3.933 -4.481 -2.515 -0.225
C 1.901 -3.700 -2.598 -0.221
C 0.449 2.864 2.914 -0.173
C 3.332 -1.797 3.485 -0.178
C 4.907 0.632 1.466 -0.174
C -2.622 4.903 -2.496 -0.028
H -1.854 1.643 2.316 0.029
H 3.572 2.444 3.711 0.009
H -4.684 -4.057 0.380 0.037
H -0.285 -0.648 -6.291 0.032
H 0.500 -1.902 -5.332 0.021
H 1.108 3.705 3.146 0.028
H 5.012 0.825 2.535 0.017
H 2.035 -3.291 -3.603 0.022
H 1.246 -1.195 -2.999 0.036
H -3.561 -2.897 1.089 0.000
H -5.886 -2.297 -1.744 0.029
H 3.301 3.402 1.774 0.016
H -0.126 -2.682 1.744 0.007
H 3.512 0.875 4.524 0.016
H -3.886 7.032 -3.773 0.077
H -2.350 0.973 -5.408 0.031
H 5.171 -0.409 1.276 0.023
H -2.971 -4.434 0.457 0.013
H 0.119 -5.866 -3.618 0.031
H 2.509 -3.122 -1.902 -0.003
H -3.389 -5.355 -2.154 0.021
H -3.288 5.349 -1.767 0.118
H -1.545 -5.282 -3.610 0.001
H -0.538 -0.111 4.296 0.007
H -4.864 -1.278 -2.774 0.016
H -4.880 5.624 -4.118 0.081
H 3.045 -3.483 0.971 0.041
H 4.052 3.262 0.190 0.034
H 1.037 -0.521 5.001 0.018
H 3.756 -2.043 0.231 0.028
H 0.598 -0.194 -4.832 0.008
H -3.834 6.288 -5.374 0.069
H 4.294 -1.314 3.306 0.011
H 5.189 0.313 -3.703 0.106
H -2.508 1.111 -3.643 -0.005
H 2.296 3.372 0.313 0.013
H 0.458 -5.883 -0.772 0.033
H 5.639 1.260 0.950 0.024
H -5.014 2.064 -0.375 0.080
H -2.631 -2.115 -6.388 0.030
H -1.493 3.827 -1.009 0.096
H -2.045 4.795 -5.823 0.107
H -4.967 -0.958 -1.039 0.007
H 2.122 -2.539 -0.199 -0.018
H -0.314 -4.457 -4.579 0.016
H 3.509 -2.875 3.548 0.027
H 0.026 -2.148 3.405 0.021
H -4.999 -4.683 -2.362 0.029
H 0.487 -4.427 0.228 0.007
H 0.960 -3.539 2.849 0.035
H -0.243 3.281 -5.055 0.116
H 2.571 2.231 5.143 0.029
H -3.767 -4.376 -3.583 -0.001
H -3.712 -2.431 -5.034 0.017
H -0.427 2.959 3.561 0.029
H 2.969 -1.473 4.463 0.013
H -1.055 -5.108 -0.288 0.005
H -3.724 0.235 -4.582 0.025
H -2.284 -3.444 -5.281 0.001
H 2.298 -4.722 -2.609 0.039
H 5.148 1.223 -1.396 0.099
H 3.182 -0.974 -4.513 0.109
H 0.124 2.990 1.879 0.010
H 0.254 1.000 5.403 0.036
```

2S+1: 2
Net charge: -1
LUMO level (alpha / beta) (eV): 2.34 / 0.88
Highest occupied orbital energy (alpha / beta) (eV): -5.3 / -5.8
HOMO-LUMO gap (alpha / beta) (eV): 7.640 / 6.680



Results for relative energy (zero: lowest compared OMol25 entry of this formula, charge and spin): 0.000, 0.000, 0.684 (in eV, following the order of the records).